Record 1
ORCA calculation (ωB97M-V with the def2-TZVPD basis set) on C6H6 as an isolated structure.

```
! RIJCOSX wB97M-V def2-TZVPD def2/J DEFGRID3
* xyz 0 1
C -0.5575 -0.9073 0.4203
C 1.2315 0.2947 0.6376
C 2.4393 0.5565 0.8900
C -0.3595 -2.1234 0.4744
C -0.5304 1.1102 -1.0237
C -0.2242 0.5014 0.3477
H -1.5972 1.0475 -1.2623
H -0.2262 2.1581 -1.0114
H 0.8431 -1.4402 0.6274
H -0.7108 1.0470 1.1642
H -0.7371 -3.1266 0.4263
H 0.0476 0.5920 -1.7933
*
```

ΔE to the lowest compared entry with this formula, charge and spin (kJ/mol): 838.0

Results of the natural (NBO) charge analysis, in e, for atoms 1 through 5: 0.283 -0.641 -0.037 -0.394 -0.584

=====

Record 2
ORCA calculation (ωB97M-V with the def2-TZVPD basis set) on a 14-piece molecular cluster, C48H86ClF18N14O6P3 overall in a non-equilibrium geometry.

```
! RIJCOSX wB97M-V def2-TZVPD def2/J DEFGRID3
* xyz 0 1
Cl 0.5262 2.7242 -1.5584
P -1.3792 -3.1008 -5.4984
P 3.9813 -5.3882 1.6118
P 1.9970 2.3648 4.4527
F 3.5088 -6.7924 2.2197
F -0.3729 -2.1264 -6.3458
F -2.5915 -2.7181 -6.5041
F 2.4190 -4.8960 1.6568
F 5.5030 -5.7756 1.6466
F -1.8753 -1.8624 -4.5601
F 0.8641 1.6099 5.3479
F 4.1082 -4.8053 3.2185
F 1.8233 3.6972 5.3886
F -2.3754 -4.0794 -4.6704
F 0.7478 2.9593 3.4900
F -0.8987 -4.3631 -6.4108
F 3.2640 1.8915 5.4206
F 3.7965 -5.9750 0.0941
F 3.0836 3.1606 3.4480
F 2.1964 1.0505 3.5439
F 4.3446 -3.8997 1.0487
F -0.1425 -3.3368 -4.4192
O -3.4027 -4.2615 1.8591
O 3.3218 4.3616 -4.6328
O 4.9569 2.9410 -4.0604
O -5.3111 1.1736 1.5418
O -1.1884 -4.0334 2.2538
O -6.4700 2.6931 0.4050
N 0.2651 -6.8566 -0.4706
N -5.7867 -0.8373 -1.0058
N 3.1452 5.5215 -0.8599
N 0.3639 3.5543 -5.1857
N 3.9593 -1.3921 4.7589
N -2.7130 4.5987 1.9418
N -0.6869 -5.1095 -1.3802
N 0.8097 -0.4753 0.8874
N -3.7792 4.2675 0.0717
N 1.0415 1.5575 -5.7305
N 1.8351 -2.0255 5.0508
N 2.6073 -0.8711 -0.2343
N -5.9647 -2.1581 0.7590
N 4.4863 3.8498 -0.8109
C 1.5690 0.1573 -5.7013
C 0.3357 -7.0279 -1.8276
C 4.6312 3.3390 -6.3424
C 3.4603 7.6386 -2.3152
C -0.3159 -5.6898 -0.2127
C -0.0221 3.3722 -6.4897
C -1.5727 -3.9264 -1.4550
C 2.9301 -2.0877 4.2370
C -2.3569 -4.0965 2.6168
C 5.3095 -0.9910 4.2257
C 3.6204 -0.7583 -1.2225
C 1.6269 0.0197 -0.0183
C -6.2513 2.0540 1.4327
C -6.9493 2.4231 2.7639
C -7.6729 -2.5090 2.6853
C 0.3189 2.1014 -6.7740
C 2.3340 -2.0113 0.4835
C 4.0605 4.0883 0.5128
C -4.5720 -1.4225 -0.8452
C 3.2671 5.1726 0.4599
C -3.3371 5.5379 0.0292
C -3.5036 3.7170 1.2502
C 0.5166 -7.3943 1.9585
C -4.1021 3.4964 -1.1693
C -2.6834 -4.1878 4.1267
C -0.2891 0.2407 1.5084
C 5.7531 -1.7886 2.9986
C -0.3245 -5.9702 -2.4223
C 0.6778 -2.8888 4.8511
C 2.8429 0.1180 -4.9548
C -2.6917 5.7425 1.1961
C 2.1839 -1.2972 6.1554
C -1.4207 0.5283 0.5939
C 1.0426 2.4710 -4.7602
C 3.4687 -0.9423 6.0160
C 0.8983 -7.7585 0.5679
C 3.8111 4.6658 -1.6263
C 5.7230 3.1880 -1.3115
C -3.1989 3.3448 4.0393
C 0.3848 4.8294 -4.4520
C -6.4629 -3.0792 1.9215
C -6.1795 0.3676 -1.8579
C 4.2367 3.5291 -4.9056
C -4.6979 -2.2863 0.2144
C 1.2002 -1.8029 1.1851
C 2.4424 6.6910 -1.5384
C -6.5724 -1.2268 -0.0191
C -2.2362 4.3013 3.3101
H -7.5530 -1.4247 2.8948
H 4.4658 7.5190 -1.9059
H -3.2016 3.5360 -1.8375
H 3.4475 7.3860 -3.3558
H -7.8683 -3.0443 3.6222
H 1.5642 1.0399 -0.4454
H 3.1646 8.6329 -2.1344
H 2.9715 -2.5530 3.2585
H 0.6710 -3.5750 5.7057
H -1.2810 -3.3566 -2.3490
H -2.1490 5.2869 3.8592
H -2.6286 -4.2829 -1.6062
H -3.9941 -3.0189 0.6447
H -5.4312 0.8610 -2.4731
H -0.2386 -2.2531 4.7807
H 5.5882 2.1163 -1.4491
H 5.5035 3.8517 -6.5788
H -1.6116 -3.3619 -0.5008
H 5.3779 0.0615 4.0424
H 4.9033 2.2641 -6.4617
H -0.4717 5.4646 -4.7464
H -2.1210 6.5744 1.4702
H -3.4843 2.3549 3.5656
H 3.5836 -1.6209 -1.9000
H 1.2884 5.4103 -4.6350
H -8.6154 -2.6001 2.1226
H -7.5718 3.2702 2.7652
H 0.4883 -8.7769 0.2628
H 1.7865 -0.0440 -6.7064
H 0.6556 -7.9410 -2.2731
H -1.2102 3.8892 3.2763
H -1.1250 1.1846 -0.2284
H 6.8336 -1.6131 2.9787
H 6.0514 -1.3023 4.9324
H 3.3983 0.1319 -1.7630
H -1.7331 -0.4386 0.1416
H 4.3723 3.5953 1.4067
H 1.5349 2.4186 -3.8557
H -3.6884 2.6775 1.4500
H -2.3552 0.8380 1.0352
H 5.9446 3.5692 -2.3165
H 2.7504 5.7049 1.2773
H 0.9745 -8.1191 2.6697
H -4.3886 2.5065 -0.8452
H -0.5549 -7.5487 1.9969
H 1.6866 6.2073 -2.2072
H 0.8029 -0.4910 -5.2924
H -1.8221 -3.9105 4.7018
H -0.3807 -5.1590 0.7602
H 0.0969 1.1920 1.9752
H -0.4855 -5.7651 -3.4864
H -6.5906 1.1336 -1.1739
H 0.2935 4.6152 -3.3922
H 5.3156 -1.4614 2.0544
H 3.9988 -0.2942 6.7094
H -7.6786 1.6448 3.1054
H 0.5530 -2.4159 1.8426
H 3.8733 4.6550 -2.7307
H 1.9698 -7.7421 0.3604
H 0.2554 1.6167 -7.7037
H -3.8064 -1.2199 -1.5684
H -7.0036 -0.0891 -2.4624
H 2.8701 -2.8946 0.2649
H -3.3854 6.0204 -0.9066
H -7.5135 -0.7161 0.2530
H -3.6038 -3.7386 4.4096
H -6.2058 2.4164 3.5776
H -4.9314 3.9942 -1.6693
H -2.8253 3.1135 5.0266
H 1.4949 -0.9843 6.9361
H 3.1688 -0.8715 -4.7609
H -0.5163 -0.4074 2.3451
H 3.9089 3.5468 -7.1018
H -0.3701 4.1484 -7.0949
H 6.4589 3.4528 -0.5439
H 0.6633 -3.3942 3.8893
H -4.0886 3.9281 4.1911
H 4.6115 -0.6980 -0.8221
H 3.7181 0.6215 -5.4252
H 0.7869 -6.3821 2.2525
H -2.7682 -5.2556 4.4215
H -5.5604 -3.2902 2.5886
H -6.6489 -4.0576 1.4396
H 2.7984 0.5867 -3.9691
H 5.5929 -2.8908 3.1397
H 1.9727 7.1373 -0.6232
*
```

Results of the Löwdin charge analysis, in e, for atoms 1 through 5: -0.194 0.191 0.208 0.279 -0.143

=====

Record 3
ORCA calculation (ωB97M-V with the def2-TZVPD basis set) on an isolated ion of composition C5H7O5P and charge -2 in a non-equilibrium geometry.

```
! RIJCOSX wB97M-V def2-TZVPD def2/J DEFGRID3
* xyz -2 1
P 0.2709 0.7392 1.9372
O 1.2066 -1.0533 -0.6321
O 1.9980 0.2879 1.1397
O -1.5582 -2.8241 -0.7436
O -1.4000 -1.1066 -2.1301
O 3.3567 -0.7241 -0.3453
C -1.0807 -1.7298 -1.0926
C -0.5445 1.2389 -0.7632
C -0.0966 -1.0875 -0.1276
C -0.6803 0.3502 0.4171
C 2.2807 -0.4594 0.1146
H 0.6849 1.9132 1.3569
H -0.0570 -1.6939 0.7949
H -1.0579 1.4461 2.5153
H -0.4944 0.6561 -1.6445
H -1.7135 0.1659 0.8001
H 0.3185 1.9571 -0.6624
H -1.4333 1.9241 -0.9343
*
```

ΔE to the lowest compared entry with this formula, charge and spin (kJ/mol): 223.4

Results of the natural (NBO) charge analysis, in e, for atoms 1 through 5: 0.492 -0.563 -0.814 -0.788 -0.799

=====

Record 4
ORCA calculation (ωB97M-V with the def2-TZVPD basis set) on the molecule C7H8 in a non-equilibrium geometry.

```
! RIJCOSX wB97M-V def2-TZVPD def2/J DEFGRID3
* xyz 0 1
C 0.4501 1.2084 -0.1522
C 0.0972 -1.1545 1.4162
C -0.3420 -1.0750 0.0541
C 0.3733 0.0207 2.0106
C 0.5276 1.1622 1.2670
C -0.0825 0.0588 -0.7334
C -0.4994 -0.0737 -2.2743
H -0.9399 -1.9564 -0.1296
H 0.2793 -0.5220 -2.8401
H 0.8171 2.1170 1.7546
H -0.7058 0.9617 -2.5511
H 0.0728 -2.0858 2.1420
H -1.4316 -0.6580 -2.2713
H 0.6564 2.0114 -0.7809
H 0.7274 -0.0146 3.0885
*
```

ΔE to the lowest compared entry with this formula, charge and spin (kJ/mol): 110.4
Structure (SMILES): Cc1ccccc1

Results of the natural (NBO) charge analysis, in e, for atoms 1 through 5: -0.231 -0.185 -0.242 -0.253 -0.191

=====

E_LUMO values, unit eV, following the record order: -0.7, 0.1, 6.6, 1.1.